Molecular formula: C30H42N4OP2Pd
Method: DFT, the ωB97M-V functional and the def2-TZVPD basis

XYZ file:
```
80
C30H42N4OP2Pd the ωB97M-V functional and the def2-TZVPD basis
Pd 1.5679 3.4914 2.5468
C 2.2302 1.6370 3.7816
C 2.3038 1.4024 2.4102
C 1.3185 0.6089 1.5788
C 0.1705 1.4140 0.9402
C -0.2737 2.6082 1.7382
C -0.4454 2.5888 3.1203
C -0.2892 1.3846 3.9998
C 1.0933 1.2986 4.6803
C 0.5720 5.2805 2.4687
H 3.1545 1.9201 4.2909
H 3.2880 1.5749 1.9447
H 0.9100 -0.2433 2.1412
H 1.8960 0.1841 0.7406
H 0.5097 1.8003 -0.0331
H -0.6810 0.7463 0.7416
H -0.6624 3.4631 1.1761
H -0.8899 3.4759 3.5790
H -0.5228 0.4648 3.4516
H -1.0325 1.4793 4.8035
H 1.1131 1.9916 5.5401
H 1.2272 0.2912 5.1044
H 1.0119 5.9161 3.2505
H -0.5222 5.1788 2.5491
H 0.8833 5.6170 1.4643
P -2.4439 -1.1678 -2.8077
P 0.4546 -2.3690 -2.5093
N -3.8979 -1.1876 -1.8246
N -3.3720 -0.8817 -4.3034
N 0.5608 -3.3436 -1.0438
N 1.8684 -3.0956 -3.2489
C -2.2628 -3.0206 -2.9890
C -0.8283 -3.4085 -3.3984
C -3.9903 -0.5783 -0.5630
C -5.2019 -0.9328 0.0096
C -5.8748 -1.8052 -0.9102
C -5.0482 -1.9606 -2.0103
C -3.1481 0.2578 -5.0926
C -3.8060 0.0975 -6.3071
C -4.4723 -1.1744 -6.2727
C -4.1927 -1.7420 -5.0380
C 0.7199 -2.7521 0.2179
C 0.5243 -3.7198 1.1935
C 0.2308 -4.9507 0.5220
C 0.2642 -4.6931 -0.8391
C 2.2757 -4.4363 -3.2610
C 3.2908 -4.5893 -4.1916
C 3.5069 -3.3058 -4.8028
C 2.6185 -2.4148 -4.2250
H -2.9663 -3.4348 -3.7288
H -2.5137 -3.4763 -2.0149
H -0.6856 -4.4896 -3.2360
H -0.6618 -3.2224 -4.4755
H -3.1865 0.0542 -0.2139
H -5.5691 -0.6277 0.9760
H -6.8393 -2.2759 -0.7998
H -5.1941 -2.5485 -2.8996
H -2.5376 1.0640 -4.7160
H -3.7968 0.7901 -7.1414
H -5.0555 -1.6439 -7.0516
H -4.5094 -2.7016 -4.6498
H 0.9575 -1.7026 0.2903
H 0.5607 -3.5632 2.2629
H -0.0064 -5.9056 0.9649
H 0.1110 -5.3645 -1.6714
H 1.8328 -5.1655 -2.6057
H 3.8055 -5.5149 -4.4030
H 4.2251 -3.0844 -5.5794
H 2.4420 -1.3634 -4.3972
C 5.1828 5.3226 4.2730
C 3.8754 4.5310 4.3348
C 2.8647 5.2379 5.2125
O 3.4636 4.2653 3.0281
H 5.0079 6.2779 3.7615
H 5.9442 4.7647 3.7200
H 5.5544 5.5194 5.2836
H 4.1339 3.5884 4.8636
H 2.7088 6.2636 4.8581
H 1.9036 4.7174 5.2009
H 3.2420 5.2881 6.2400
```

Strongest force on any atom, eV Å⁻¹: 3.1
Molar mass, u: 643.061
Multiplicity: 3
Expectation value of S²: 2.0147
Gap between HOMO and LUMO (alpha / beta), eV: 5.856 / 6.546
Total energy, Eh: -2272.9825

Results of the Mulliken charge analysis, in e, for atoms 1 through 6: atom 1 (Pd): 0.325, atom 2 (C): -0.658, atom 3 (C): -0.639, atom 4 (C): -0.524, atom 5 (C): -0.065, atom 6 (C): -0.304


Molecular formula: C3H2BrCl3
Method: DFT, the ωB97M-V functional and the def2-TZVPD basis

XYZ file:
```
9
C3H2BrCl3 the ωB97M-V functional and the def2-TZVPD basis
C -0.3886 0.2452 -0.4367
C -0.9006 0.0870 1.4967
C 0.8297 -0.3272 -0.9899
Cl -2.0952 1.0858 2.0614
Cl 0.4424 -0.2287 2.4551
Cl 2.2552 0.5096 -0.2780
Br -1.9634 0.1400 -1.3996
H 0.8403 -0.1093 -2.0678
H 0.9803 -1.4024 -0.8411
```

Strongest force on any atom, eV Å⁻¹: 5.4
Molar mass, u: 224.312
Gap between HOMO and LUMO (alpha / beta), eV: 7.652 / 8.041
Total energy, Eh: -4069.9309

Results of the Mulliken charge analysis, in e, for atoms 1 through 6: atom 1 (C): -0.117, atom 2 (C): 0.206, atom 3 (C): -0.319, atom 4 (Cl): -0.085, atom 5 (Cl): -0.100, atom 6 (Cl): -0.162


Molecular formula: C48H48AsCl3KNOP
Method: DFT, the ωB97M-V functional and the def2-TZVPD basis

XYZ file:
```
104
C48H48AsCl3KNOP the ωB97M-V functional and the def2-TZVPD basis
K 0.2122 -0.1074 0.4851
C -4.0510 0.0657 2.1724
C -3.2456 -0.7103 2.9923
C -2.5922 -1.8165 2.4689
C -2.7389 -2.1380 1.1279
C -3.5319 -1.3514 0.3014
C -4.1916 -0.2490 0.8269
H -4.5560 0.9355 2.5749
H -3.1130 -0.4491 4.0344
H -1.9555 -2.4173 3.1043
H -2.2476 -3.0116 0.7247
H -3.6506 -1.6074 -0.7460
H -4.8098 0.3710 0.1886
Cl 0.9571 0.6787 5.2551
C 1.8506 -0.4526 4.2854
C 3.0767 -0.9012 4.7591
C 3.8194 -1.7828 4.0157
Cl 5.3608 -2.3269 4.6430
C 3.3500 -2.2561 2.7757
C 4.0555 -3.1735 1.9670
C 3.5175 -3.5768 0.7785
C 2.2678 -3.0658 0.3978
N 1.5767 -2.2195 1.1198
C 2.0870 -1.7970 2.2971
C 1.2757 -0.8486 3.0568
O 0.1603 -0.4340 2.6387
H 3.4357 -0.5492 5.7165
H 5.0142 -3.5493 2.2977
H 4.0346 -4.2727 0.1306
H 1.8356 -3.3561 -0.5498
Cl 1.3072 0.3824 -2.0753
C 2.6505 0.2016 -0.8245
H 3.4455 0.8414 -1.2292
H 2.9968 -0.8283 -0.9904
C 2.7742 -4.2224 -4.8451
C 2.4016 -2.9007 -5.0367
C 1.4814 -2.3037 -4.1866
C 0.9153 -3.0196 -3.1379
C 1.2925 -4.3485 -2.9578
C 2.2170 -4.9460 -3.8012
As -0.3566 -2.1666 -1.8992
C -1.5828 -3.6915 -1.8711
C -1.5234 -4.7971 -1.0351
C -2.5125 -5.7698 -1.0896
C -3.5717 -5.6302 -1.9776
C -3.6476 -4.5240 -2.8088
C -2.6563 -3.5472 -2.7596
C -2.6197 -2.3154 -3.5603
C -3.5516 -1.9602 -4.5310
C -3.4141 -0.7712 -5.2280
C -2.3502 0.0772 -4.9523
C -1.4200 -0.2644 -3.9792
C -1.5374 -1.4611 -3.2874
H 3.4980 -4.6866 -5.5038
H 2.8282 -2.3298 -5.8521
H 1.2170 -1.2649 -4.3327
H 0.8509 -4.9361 -2.1618
H 2.4991 -5.9796 -3.6408
H -0.7064 -4.8942 -0.3265
H -2.4683 -6.6276 -0.4301
H -4.3468 -6.3856 -2.0148
H -4.4821 -4.4253 -3.4925
H -4.3868 -2.6153 -4.7479
H -4.1415 -0.4997 -5.9831
H -2.2431 1.0080 -5.4950
H -0.6047 0.4127 -3.7596
C 0.8910 5.8245 0.1514
C 0.5493 4.4561 -0.4339
C 1.7769 3.9287 -1.1885
C -0.6112 4.5845 -1.4239
P 0.1484 3.0674 0.7972
C 1.5218 3.2441 2.0069
C 2.4520 2.2029 2.0042
C 3.5049 2.1863 2.9089
C 3.6541 3.2156 3.8237
C 2.7458 4.2669 3.8262
C 1.6892 4.2794 2.9291
C -1.4185 3.5234 1.7748
C -2.5751 3.0127 0.9016
C -1.7100 4.9859 2.1149
C -1.3683 2.6892 3.0595
H 1.1020 6.5196 -0.6688
H 1.7821 5.7692 0.7754
H 0.0752 6.2395 0.7438
H 2.0884 4.6547 -1.9475
H 1.5567 2.9829 -1.6816
H 2.6174 3.7606 -0.5112
H -0.3016 5.1984 -2.2759
H -1.4840 5.0598 -0.9711
H -0.9027 3.6025 -1.8054
H 2.3675 1.4072 1.2603
H 4.1983 1.3531 2.9068
H 4.4725 3.2033 4.5337
H 2.8602 5.0834 4.5301
H 0.9917 5.1043 2.9582
H -2.6769 3.6093 -0.0068
H -3.5189 3.0850 1.4520
H -2.4230 1.9700 0.6238
H -1.7573 5.6088 1.2201
H -0.9777 5.4073 2.8017
H -2.6875 5.0396 2.6068
H -1.1056 1.6478 2.8560
H -2.3487 2.7047 3.5490
H -0.6339 3.0797 3.7630
```

Strongest force on any atom, eV Å⁻¹: 2.3
Molar mass, u: 906.271
Total charge: -1
Gap between HOMO and LUMO, eV: 5.981
Total energy, Eh: -6545.5949

Results of the Mulliken charge analysis, in e, for atoms 1 through 6: atom 1 (K): 2.174, atom 2 (C): -0.145, atom 3 (C): -0.396, atom 4 (C): -0.171, atom 5 (C): -0.324, atom 6 (C): -0.286


Molecular formula: C2H3FNP
Method: DFT, the ωB97M-V functional and the def2-TZVPD basis

XYZ file:
```
8
C2H3FNP the ωB97M-V functional and the def2-TZVPD basis
C -0.9864 0.1077 0.1753
C -1.9025 -0.7946 0.0383
N -0.3603 1.1768 0.2801
F 3.1359 0.8543 -0.4077
P 4.1799 -0.4069 -0.1574
H -2.1197 -1.6191 0.8488
H -2.6576 -0.6114 -0.7371
H 0.7107 1.2933 -0.0403
```

Strongest force on any atom, eV Å⁻¹: 3.4
Molar mass, u: 91.025
Gap between HOMO and LUMO (alpha / beta), eV: 7.395 / 7.389
Total energy, Eh: -573.8435

Results of the Mulliken charge analysis, in e, for atoms 1 through 6: atom 1 (C): 0.514, atom 2 (C): -0.783, atom 3 (N): -0.492, atom 4 (F): -0.235, atom 5 (P): 0.233, atom 6 (H): 0.213


Molecular formula: C25H22Cl2N
Method: DFT, the ωB97M-V functional and the def2-TZVPD basis

XYZ file:
```
50
C25H22Cl2N the ωB97M-V functional and the def2-TZVPD basis
Cl -7.7884 2.9156 -1.1295
C -6.2905 2.0770 -1.0519
C -6.2663 0.6849 -1.0257
C -5.0716 0.0166 -1.0202
C -3.8561 0.7316 -1.0389
C -2.6157 0.0586 -1.2192
C -1.3953 0.7021 -1.1311
C -0.2423 0.2357 -1.7204
C 0.9798 0.9541 -1.7491
C 1.9929 0.5379 -2.6338
C 3.1745 1.2220 -2.7158
C 3.3889 2.3381 -1.9120
Cl 4.8807 3.1807 -1.9965
C 2.3997 2.7680 -1.0328
C 1.2091 2.0959 -0.9513
C -3.9046 2.1420 -1.0201
C -5.1021 2.7987 -1.0427
H -7.2008 0.1519 -1.0571
H -5.0500 -1.0600 -1.0082
H -2.6355 -0.9606 -1.5643
H -1.3665 1.6577 -0.6433
H -0.3016 -0.6794 -2.2830
H 1.8107 -0.3111 -3.2704
H 3.9433 0.9179 -3.4054
H 2.5893 3.6348 -0.4229
H 0.4547 2.4226 -0.2574
H -2.9916 2.7090 -1.0536
H -5.1404 3.8722 -1.1175
C 1.8604 -3.5952 -0.5604
C 1.6590 -2.6388 0.5538
C 0.5134 -1.9297 0.8026
C 0.7282 -1.1307 1.9553
C 2.0390 -1.3719 2.4025
C 2.5372 -0.7099 3.5343
C 1.7173 0.1705 4.1903
C 0.4050 0.4106 3.7478
C -0.0972 -0.2248 2.6448
N 2.5943 -2.3054 1.5254
C 3.9405 -2.8476 1.6114
H 0.9662 -3.6654 -1.1807
H 2.6850 -3.2879 -1.2031
H 2.0846 -4.5958 -0.1909
H -0.3891 -1.9742 0.2218
H 3.5386 -0.8930 3.8792
H 2.0784 0.6871 5.0645
H -0.2185 1.1049 4.2900
H -1.1001 -0.0495 2.2973
H 4.4703 -2.4315 2.4652
H 3.8936 -3.9287 1.7187
H 4.4896 -2.6075 0.7042
```

Strongest force on any atom, eV Å⁻¹: 1.1
Molar mass, u: 407.364
Total charge: +1
Gap between HOMO and LUMO, eV: 4.338
Total energy, Eh: -1940.7387

Results of the Mulliken charge analysis, in e, for atoms 1 through 6: atom 1 (Cl): -0.149, atom 2 (C): 0.421, atom 3 (C): -0.701, atom 4 (C): -0.391, atom 5 (C): 0.499, atom 6 (C): -0.337


Molecular formula: C3H3BrF5N
Method: DFT, the ωB97M-V functional and the def2-TZVPD basis

XYZ file:
```
13
C3H3BrF5N the ωB97M-V functional and the def2-TZVPD basis
C 0.2639 0.1522 0.5669
C -0.7947 -0.9377 1.0383
C -0.5256 0.9921 -1.2241
N 1.5088 -0.3332 0.1765
F -1.4886 -0.5107 2.1160
F -0.1693 -2.0378 1.4584
F -1.6030 -1.2249 0.0554
F -1.8192 1.0006 -1.4734
F -0.2591 2.2728 -1.0729
Br 0.5601 0.2860 -2.6194
H 0.3214 0.9253 1.3467
H 2.4022 0.2732 0.3575
H 1.6031 -0.8577 -0.7259
```

Strongest force on any atom, eV Å⁻¹: 3.5
Molar mass, u: 227.958
Gap between HOMO and LUMO, eV: 9.740
Total energy, Eh: -3244.1553

Results of the Mulliken charge analysis, in e, for atoms 1 through 6: atom 1 (C): -0.403, atom 2 (C): 0.875, atom 3 (C): 0.581, atom 4 (N): -0.520, atom 5 (F): -0.287, atom 6 (F): -0.262


Molecular formula: C4H4N2O
Method: DFT, the ωB97M-V functional and the def2-TZVPD basis

XYZ file:
```
11
C4H4N2O the ωB97M-V functional and the def2-TZVPD basis
N 0.7075 -3.3702 -2.1635
C 0.6881 -2.3381 -1.6839
N 0.6626 -1.1600 -1.1172
C 0.2732 -0.8582 0.2174
C -0.4648 0.4673 -0.0174
C -0.2956 0.8830 -1.2815
O 0.5086 0.0006 -1.9981
H 1.3458 -0.8630 0.7220
H -0.3188 -1.5634 0.6966
H -1.1914 0.9761 0.6762
H -0.7822 1.7430 -1.8160
```

Strongest force on any atom, eV Å⁻¹: 4.0
Molar mass, u: 96.089
Gap between HOMO and LUMO, eV: 9.740
SMILES: N#CN1CC=CO1
Total energy, Eh: -339.4296

Results of the Mulliken charge analysis, in e, for atoms 1 through 6: atom 1 (N): -0.400, atom 2 (C): 0.361, atom 3 (N): 0.072, atom 4 (C): -0.460, atom 5 (C): -0.318, atom 6 (C): -0.119


Molecular formula: FeH14O11P
Method: DFT, the ωB97M-V functional and the def2-TZVPD basis

XYZ file:
```
27
FeH14O11P the ωB97M-V functional and the def2-TZVPD basis
Fe -16.6306 29.4562 -18.5160
P -18.9638 30.0634 -17.3060
O -20.1584 29.1107 -17.2560
O -19.5132 31.3059 -16.6050
O -18.3959 30.3286 -18.7528
O -17.6503 29.3968 -16.7626
O -15.8517 29.6072 -20.4232
H -14.9673 29.3146 -20.6740
H -16.2067 30.0544 -21.2016
O -17.8645 32.2030 -20.4569
H -18.1340 31.8689 -21.3167
H -18.3267 31.5869 -19.7863
O -17.0174 27.3724 -19.0735
H -16.6519 26.7824 -19.7398
H -17.6979 26.8546 -18.6128
O -14.7639 28.6966 -17.7391
H -13.9834 29.0232 -17.2778
H -14.6859 27.7333 -17.7244
O -16.0281 30.3947 -14.8914
H -16.5880 30.0917 -15.6747
H -15.8929 29.6008 -14.3699
O -17.1299 27.0658 -15.7435
H -16.7262 27.2510 -14.8928
H -17.3234 27.9886 -16.1524
O -15.7673 31.3838 -18.0083
H -16.2518 32.2217 -17.9806
H -14.8406 31.6214 -17.9089
```

Strongest force on any atom, eV Å⁻¹: 6.4
Molar mass, u: 276.920
Multiplicity: 5
Expectation value of S²: 6.0071
Total charge: -1
Gap between HOMO and LUMO (alpha / beta), eV: 3.711 / 3.688
Total energy, Eh: -2441.2768

Results of the Mulliken charge analysis, in e, for atoms 1 through 6: atom 1 (Fe): 1.026, atom 2 (P): 0.888, atom 3 (O): -0.899, atom 4 (O): -0.881, atom 5 (O): -0.783, atom 6 (O): -0.543


Number 8 is which compound?
FeH14O11P